Entry 1:
Below is an isolated ion of composition C4H10NS and charge +1 in a non-equilibrium geometry, with properties calculated with ωB97M-V/def2-TZVPD.

Atoms and positions in Å:
C: 1.82438 0.49351 0.15239
C: 0.64174 0.91579 -0.46901
C: -1.23768 -1.43097 0.07263
C: -1.64542 -0.02694 0.00738
N: -0.55177 0.98702 0.34072
S: 3.70979 0.00501 0.03240
H: 4.04355 -0.20303 -1.39261
H: 1.64503 0.45290 1.29368
H: 0.51311 0.99368 -1.47481
H: -2.06670 -1.96991 -0.53789
H: -0.17966 -1.43227 -0.24404
H: -1.19415 -2.05043 0.93082
H: -2.51589 0.21083 0.66641
H: -1.88576 0.32980 -1.00742
H: -0.12275 0.77550 1.33423
H: -0.97783 1.94953 0.29512

Computed properties:
HOMO in eV: -13.33
Charge: +1
Gap between HOMO and LUMO in eV: 9.94
E_LUMO in hartree: -0.1247


Entry 2:
Below is a 6-piece molecular cluster, C37H57Br2N5O16S overall in a non-equilibrium geometry, with properties calculated with ωB97M-V/def2-TZVPD.

Atoms and positions in Å:
C: 0.47315 -1.69367 1.66054
C: -0.87952 -0.72018 1.65360
Br: -2.60756 -1.54121 1.05204
C: -0.72469 0.71325 2.12930
Br: 1.02883 1.48958 2.76190
C: -2.15238 1.58608 2.11946
C: -2.77905 1.97621 3.60215
C: -2.07904 1.60213 5.03638
C: -4.21266 2.78774 3.61592
C: -4.91829 3.16778 2.18173
C: -4.26480 2.80398 0.68482
C: -2.81951 1.98138 0.67500
C: -2.20671 1.61254 -0.81122
C: -1.24712 2.89539 -1.24319
C: -0.43705 2.64491 -2.67096
C: -1.36906 3.14939 -3.92134
N: -0.89721 2.42685 -5.16405
C: -1.50893 1.04061 -5.08234
N: -2.86059 0.80181 -5.11789
N: -0.56359 -0.15058 -4.92937
N: -4.97836 3.21773 -0.60888
C: -6.42049 2.76277 -0.62709
C: -7.04384 1.91226 -1.91258
C: -8.61480 1.40889 -1.84777
C: -9.63119 1.71652 -0.55602
C: -11.14159 1.09335 -0.67251
N: -12.19548 1.79330 0.15504
C: -9.01669 2.58359 0.69187
O: -9.87357 2.88420 1.85184
C: -7.44733 3.08779 0.65327
S: -6.60913 4.05436 2.07431
H: 1.41045 -1.06430 1.33847
H: 0.60217 -2.03007 2.79031
H: 0.33599 -2.66751 1.00722
H: -0.91409 1.85230 5.02615
H: -2.56317 2.16197 5.95834
H: -2.26805 0.44326 5.23452
H: -4.78816 3.11837 4.60282
H: -3.10061 1.51183 -1.59513
H: -1.62763 0.58366 -0.84644
H: -0.50276 3.06886 -0.34383
H: -1.96928 3.81547 -1.40755
H: -0.02268 1.55029 -2.77386
H: 0.51806 3.35332 -2.65465
H: -2.49101 2.96001 -3.63848
H: -1.15384 4.29332 -4.08519
H: -1.21134 2.94569 -6.01703
H: -3.00508 -0.23281 -5.01872
H: -0.82270 -0.71546 -4.08446
H: -0.80149 -0.76863 -5.75199
H: -4.94311 4.28100 -0.57522
H: -6.38117 1.64750 -2.86841
H: -9.03802 0.77868 -2.76915
H: -11.52111 0.99139 -1.79357
H: -11.07201 -0.02328 -0.25616
H: -12.20451 1.33407 1.09108
H: -11.92616 2.80044 0.19601
H: -9.87007 3.87603 1.99658
C: 3.32045 -0.75993 4.47589
O: 3.10611 -2.16896 4.42128
C: 3.80072 -2.87569 5.34822
O: 4.55920 -2.41046 6.18442
O: 3.50522 -4.18980 5.18365
C: 4.16971 -5.05972 6.09794
H: 2.71659 -0.29552 3.69143
H: 2.99848 -0.35765 5.44181
H: 4.37225 -0.52189 4.28714
H: 3.88170 -4.82934 7.12870
H: 5.25546 -4.99359 5.97404
H: 3.86005 -6.08454 5.87526
C: 3.68770 -4.63219 0.00235
O: 3.18248 -3.67760 -0.92921
C: 3.19825 -4.09496 -2.22023
O: 3.59586 -5.17844 -2.61890
O: 2.69494 -3.09795 -2.99091
C: 2.65044 -3.39882 -4.38437
H: 3.62785 -4.19327 1.00209
H: 3.08050 -5.54303 -0.01068
H: 4.73675 -4.86165 -0.21073
H: 2.00177 -4.26035 -4.57279
H: 3.65802 -3.57897 -4.77284
H: 2.23139 -2.53273 -4.90400
C: -3.51230 5.18733 10.12918
O: -4.01752 6.14191 9.19762
C: -4.00175 5.72455 7.90660
O: -3.60414 4.64107 7.50793
O: -4.50506 6.72156 7.13592
C: -4.54956 6.42069 5.74246
H: -3.57215 5.62624 11.12892
H: -4.11950 4.27649 10.11615
H: -2.46325 4.95787 9.91610
H: -5.19823 5.55917 5.55404
H: -3.54198 6.24055 5.35399
H: -4.96861 7.28679 5.22283
C: 10.23644 -3.93917 -2.03171
O: 8.81141 -3.99728 -2.04506
C: 8.29997 -4.97770 -2.83143
O: 8.94479 -5.77407 -3.49547
O: 6.94670 -4.91861 -2.75097
C: 6.26887 -5.89946 -3.53373
H: 10.53517 -3.12013 -1.37169
H: 10.65705 -4.86987 -1.63753
H: 10.62373 -3.73201 -3.03453
H: 6.53085 -6.90853 -3.19960
H: 6.49753 -5.77067 -4.59661
H: 5.19343 -5.75935 -3.39399
C: 7.86566 -2.43292 -4.33854
O: 8.66893 -2.20038 -5.49395
C: 7.98726 -1.70451 -6.55725
O: 6.79219 -1.45619 -6.59053
O: 8.86562 -1.53275 -7.57718
C: 8.28416 -1.01247 -8.77110
H: 8.51290 -2.82843 -3.55091
H: 7.42196 -1.49768 -3.98227
H: 7.08926 -3.17492 -4.55116
H: 7.85719 -0.02044 -8.59205
H: 7.52449 -1.69767 -9.16094
H: 9.07631 -0.91605 -9.51872

Computed properties:
HOMO in eV: -8.03
Charge: 0
Gap between HOMO and LUMO in eV: 7.64
E_LUMO in hartree: -0.0140


Entry 3:
Below is one molecule with the formula C20H23N3O2S, with properties calculated with ωB97M-V/def2-TZVPD.

Atoms and positions in Å:
C: -1.00250 0.14577 -4.48700
C: -0.22415 -0.16309 -3.25378
C: 0.93687 0.40509 -2.82226
C: 1.36902 -0.31822 -1.67461
C: 0.42572 -1.31627 -1.45231
N: -0.54122 -1.19816 -2.39727
C: -1.75891 -1.96053 -2.45498
H: -1.55272 -2.99669 -2.17601
H: -2.12871 -1.94344 -3.48162
C: -2.88009 -1.44665 -1.51485
C: -2.95374 0.08375 -1.37069
H: -3.99662 0.40361 -1.36956
C: -2.32115 0.33649 -0.00322
H: -1.23549 0.39752 -0.08648
H: -2.69609 1.24086 0.47017
C: -2.72553 -0.92691 0.74882
H: -3.74616 -0.83337 1.14777
H: -2.04733 -1.18987 1.56231
O: -2.68646 -1.97127 -0.20833
H: -2.42921 0.60563 -2.16435
H: -3.82582 -1.85112 -1.90610
C: 0.43515 -2.36575 -0.40606
H: 1.06133 -2.03639 0.41909
H: 0.87371 -3.28245 -0.80499
H: -0.56572 -2.58707 -0.04785
C: 2.53285 -0.07219 -0.85432
O: 2.99375 -0.85859 -0.05341
C: 3.15884 1.30414 -1.06831
H: 3.79140 1.30231 -1.95634
H: 2.39156 2.07136 -1.15183
S: 4.23363 1.72420 0.32851
C: 3.04540 1.54680 1.57829
N: 1.75797 1.48737 1.39078
C: 1.22129 1.33428 2.64570
C: -0.10243 1.20797 3.04650
C: -0.35273 1.06532 4.39659
C: 0.67613 1.04923 5.33759
C: 2.00026 1.17584 4.96144
C: 2.25772 1.31556 3.61019
N: 3.41795 1.46128 2.88944
H: 4.36210 1.45967 3.23506
H: 2.79806 1.16376 5.68886
H: 0.43202 0.93528 6.38329
H: -1.37288 0.96373 4.73727
H: -0.89981 1.22323 2.32190
H: 1.44545 1.22345 -3.29135
H: -2.05499 0.34355 -4.28649
H: -0.57350 1.02445 -4.96087
H: -0.94421 -0.68344 -5.19432

Computed properties:
HOMO in eV: -7.87
Charge: 0
Gap between HOMO and LUMO in eV: 8.59
E_LUMO in hartree: 0.0267


Entry 4:
Below is C28H47BBaN7O6 as an isolated structure, with properties calculated with ωB97M-V/def2-TZVPD.

Atoms and positions in Å:
Ba: -0.25929 0.63995 0.57930
C: 0.90524 -2.62280 2.07646
O: 0.86158 -2.05497 0.78008
C: 1.93723 -2.46637 -0.02811
C: 1.85737 -1.70855 -1.33595
O: 1.83831 -0.30957 -1.15828
C: 3.09896 0.33987 -1.09668
C: 3.77158 0.23468 0.26249
O: 2.80492 0.38818 1.28045
C: 3.40670 0.53701 2.55012
H: 0.85689 -3.71756 2.01738
H: 0.04698 -2.23806 2.61925
H: 1.82827 -2.33093 2.58993
H: 1.86629 -3.54537 -0.23966
H: 2.88565 -2.29021 0.49192
H: 0.91876 -1.95175 -1.83419
H: 2.67784 -2.00186 -2.00110
H: 2.90402 1.38025 -1.32985
H: 3.76274 -0.05245 -1.87297
H: 4.52377 1.03218 0.32399
H: 4.29606 -0.72268 0.39800
H: 4.03413 1.43567 2.57675
H: 4.03350 -0.33328 2.78620
H: 2.60281 0.62494 3.27488
C: -3.71057 1.11423 0.40270
N: -2.99601 0.30757 -0.58479
C: -2.86925 1.04149 -1.83822
C: -3.69231 -0.96091 -0.73228
C: -3.11016 -1.92174 -1.75094
N: -1.75261 -2.36875 -1.47491
C: -1.27041 -3.14102 -2.60622
C: -1.70389 -3.16860 -0.25793
H: -4.73084 1.34403 0.05358
H: -3.18136 2.04748 0.59368
H: -3.76875 0.56798 1.34381
H: -3.84828 1.26287 -2.29480
H: -2.27226 0.47520 -2.55122
H: -2.35722 1.98887 -1.66156
H: -4.74475 -0.78278 -1.02222
H: -3.70352 -1.42494 0.25622
H: -3.12277 -1.46947 -2.74494
H: -3.79412 -2.79095 -1.79998
H: -1.92209 -4.00563 -2.82583
H: -0.26984 -3.52293 -2.39999
H: -1.21874 -2.51221 -3.49662
H: -2.40861 -4.01847 -0.31082
H: -1.92771 -2.55477 0.61446
H: -0.69690 -3.56350 -0.12710
C: -5.65816 -3.06486 4.20806
O: -5.07378 -2.24722 5.19727
C: -3.95586 -1.54517 4.84616
C: -3.42385 -0.72458 5.85676
C: -2.29375 -0.00348 5.57752
C: -1.63008 -0.05012 4.33720
C: -0.38956 0.69321 4.15591
C: 0.02286 1.72889 5.17366
O: 0.35680 0.53072 3.18364
C: -2.20746 -0.84018 3.28008
O: -1.76302 -0.87923 2.08501
C: -3.37272 -1.60509 3.60561
H: -6.52476 -3.53150 4.67100
H: -4.96525 -3.84074 3.86999
H: -5.98048 -2.47747 3.34372
H: -3.91454 -0.67846 6.81873
H: -1.89436 0.62995 6.35764
H: 0.00053 1.36388 6.19979
H: -0.66512 2.57253 5.07275
H: 1.02422 2.07156 4.92363
H: -3.77769 -2.21024 2.80605
B: 0.80233 2.78842 -3.31722
N: 1.50285 3.17157 -1.97689
C: 2.63123 3.88279 -1.82755
C: 2.89015 4.02363 -0.47456
C: 1.82540 3.35534 0.14288
N: 1.00307 2.83961 -0.77221
N: 1.25500 1.38197 -3.81953
C: 0.46215 0.33095 -4.09194
C: 1.24521 -0.69089 -4.59301
C: 2.53621 -0.14089 -4.59553
N: 2.52924 1.10999 -4.14346
H: 1.11331 3.62389 -4.13536
H: -0.39176 2.72282 -3.12696
H: 3.16069 4.23936 -2.69527
H: 3.70028 4.55954 -0.00964
H: 1.58895 3.25762 1.19341
H: -0.59869 0.39118 -3.91563
H: 0.93206 -1.67127 -4.91289
H: 3.46370 -0.59107 -4.91883
N: -1.62211 3.61759 2.94052
C: -1.29811 2.94342 2.04872

Computed properties:
HOMO in eV: -5.08
Charge: -1
Gap between HOMO and LUMO in eV: 7.14
E_LUMO in hartree: 0.0755


Entry 5:
Below is C34H30ClMoO2P2S3Sb as an isolated structure in a non-equilibrium geometry, with properties calculated with ωB97M-V/def2-TZVPD.

Atoms and positions in Å:
Mo: 0.64789 0.85078 -1.54889
C: 0.97676 0.85953 2.85697
C: -0.44630 0.93658 2.25695
P: -0.70774 -0.58900 1.33518
C: -1.61649 -0.43409 -0.20643
C: -2.80758 0.26980 -0.26263
C: -3.47485 0.38941 -1.48085
C: -2.95788 -0.18286 -2.63246
C: -1.77944 -0.92051 -2.57995
C: -1.09089 -1.05015 -1.37331
C: -1.53820 -1.78944 2.35155
C: -2.22889 -2.83868 1.72560
C: -2.84217 -3.80299 2.50235
C: -2.76531 -3.73043 3.89034
C: -2.07732 -2.69061 4.51082
C: -1.45690 -1.71864 3.74970
C: 2.01310 0.77381 1.73812
P: 1.59821 -0.53360 0.51777
C: 2.26770 -2.15192 0.98046
C: 3.63512 -2.39745 0.76813
C: 4.21451 -3.56064 1.23624
C: 3.45039 -4.50462 1.91528
C: 2.10248 -4.26950 2.12910
C: 1.51381 -3.09868 1.67440
C: 2.76388 -0.13044 -0.95865
C: 2.71284 -1.15995 -1.91894
C: 3.78220 -1.39965 -2.77275
C: 4.92685 -0.63244 -2.64647
C: 5.00784 0.38139 -1.68170
C: 3.94104 0.63886 -0.85020
H: 1.07750 0.00379 3.52713
H: 1.16809 1.75152 3.45236
H: -0.50707 1.79393 1.57795
H: -1.22541 1.04926 3.01041
H: -3.21969 0.73644 0.62393
H: -4.40598 0.93963 -1.52339
H: -3.48424 -0.07675 -3.57195
H: -1.40853 -1.41740 -3.46723
H: -0.29716 -1.78811 -1.28236
H: -2.29871 -2.89607 0.64657
H: -3.38859 -4.60753 2.02945
H: -3.25191 -4.48432 4.49456
H: -2.03269 -2.63605 5.58988
H: -0.93236 -0.91288 4.24646
H: 3.00384 0.53268 2.12993
H: 2.09067 1.73101 1.20795
H: 4.26921 -1.68253 0.26197
H: 5.26997 -3.73134 1.07308
H: 3.90820 -5.41670 2.27382
H: 1.49732 -4.99719 2.65235
H: 0.46059 -2.96490 1.85971
H: 1.85651 -1.82510 -1.95818
H: 3.73141 -2.19741 -3.50123
H: 5.77969 -0.83039 -3.28374
H: 5.91945 0.95580 -1.57692
H: 4.03261 1.41098 -0.09563
S: 1.08475 4.16528 -2.96462
Sb: 2.38156 2.47637 -4.07733
S: 0.82354 0.60946 -3.81437
S: 2.12063 2.88130 -1.66509
Cl: -5.73846 5.99118 -3.14269
C: -4.42415 5.17243 -2.41976
C: -4.03687 5.49638 -1.12339
C: -2.97030 4.83165 -0.55143
C: -2.29789 3.83382 -1.26109
C: -2.69114 3.52166 -2.56508
C: -3.74938 4.18970 -3.14369
C: -1.16705 3.18188 -0.60669
O: -0.62344 3.49594 0.42010
O: -0.65962 2.10725 -1.28889
H: -4.56651 6.26839 -0.58312
H: -2.64715 5.08079 0.45078
H: -2.15500 2.76950 -3.12990
H: -4.06091 3.97281 -4.15633

Computed properties:
HOMO (alpha / beta) in eV: -15.66 / -15.66
Charge: +3
2S+1: 2
Gap between HOMO and LUMO (alpha / beta) in eV: 4.90 / 5.51
E_LUMO (alpha / beta) in hartree: -0.3958 / -0.3731